Entry from the OMol25 dataset: a cluster of 8 separate species, C48H40N8O16 in total at a distorted geometry (ωB97M-V with the def2-TZVPD basis set).

* charge: 0
* highest occupied orbital energy: -9.357 eV
* molar mass: 984.89 g mol⁻¹
* gap between HOMO and LUMO: 0.3048 hartree
* structure (SMILES): O=[N+]([O-])c1ccccc1.O=[N+]([O-])c1ccccc1.O=[N+]([O-])c1ccccc1.O=[N+]([O-])c1ccccc1.O=[N+]([O-])c1ccccc1.O=[N+]([O-])c1ccccc1.O=[N+]([O-])c1ccccc1.O=[N+]([O-])c1ccccc1
* electronic energy: -95078.94618 eV

XYZ file:
```
112
Properties=species:S:1:pos:R:3:forces:R:3
O -0.16912 6.96211 6.38284 0.154 -0.264 0.665
N -0.42470 5.78314 6.45850 -0.627 -1.999 0.962
O -0.43995 5.05132 7.48877 0.122 2.091 -2.074
C -0.76091 5.10279 5.17976 0.263 0.233 -1.303
C -1.65451 4.00208 5.16775 1.940 1.695 1.126
C -1.82912 3.30513 4.00262 -0.251 -1.141 0.497
C -1.20122 3.68954 2.85013 0.093 0.421 -0.528
C -0.39961 4.81092 2.86481 1.842 0.254 -0.151
C -0.08811 5.55490 3.99618 -2.347 -1.062 1.518
H -2.00201 3.68398 6.13958 -0.283 -0.171 -0.106
H -2.26317 2.32026 4.09215 -0.611 0.168 -0.306
H -1.27293 3.13529 1.92598 -0.054 -0.259 0.037
H 0.31431 4.94439 2.06550 -0.511 0.354 -0.736
H 0.51414 6.44964 3.94018 0.241 -0.226 0.311
O 0.86685 1.28018 0.08042 -2.127 -0.161 -1.612
N -0.15108 0.99978 -0.62680 2.880 -1.114 2.029
O -1.22738 1.50808 -0.52725 -0.599 0.950 0.018
C -0.02547 -0.17746 -1.48691 1.122 -1.441 0.177
C -0.87181 -0.23703 -2.58133 -0.774 0.373 -0.337
C -0.84501 -1.30092 -3.46794 1.684 -0.880 1.681
C -0.01614 -2.35235 -3.05858 -0.176 -1.471 -1.820
C 0.84621 -2.37930 -1.97476 -0.360 1.723 0.692
C 0.90160 -1.25268 -1.17759 -1.059 1.311 -0.896
H -1.62842 0.50730 -2.78111 0.284 0.568 0.321
H -1.38283 -1.34730 -4.40335 -0.204 0.062 0.223
H -0.01119 -3.22997 -3.68800 0.026 -0.220 -0.134
H 1.56633 -3.11102 -1.63945 -0.373 -0.769 -0.867
H 1.73141 -1.31490 -0.48917 -0.451 1.037 0.746
O 4.40005 0.75531 -7.85347 -0.133 1.563 0.618
N 4.21879 0.16886 -6.78949 -1.815 3.387 -2.437
O 4.50705 -0.94347 -6.69528 1.504 -5.311 1.721
C 3.43428 0.78188 -5.70802 0.485 2.441 -0.310
C 3.10119 0.02708 -4.62925 -0.166 -0.976 1.272
C 2.51385 0.64523 -3.54705 -0.388 1.010 0.008
C 2.12145 1.97803 -3.65241 0.882 0.421 2.104
C 2.57385 2.80491 -4.64372 0.080 -0.900 -1.342
C 3.24334 2.19120 -5.68314 0.701 -0.613 -0.830
H 3.33245 -1.01454 -4.46205 0.330 -0.069 -0.700
H 2.51942 0.15085 -2.58687 -0.587 -0.144 -0.132
H 1.81276 2.54560 -2.78697 -0.679 -0.513 0.422
H 2.45559 3.87720 -4.59287 -0.043 -0.024 -0.069
H 3.73030 2.81011 -6.42220 -0.110 -0.230 -0.383
O -3.14429 2.66248 -3.81562 2.828 0.784 -0.875
N -2.13296 3.26461 -4.27048 -1.703 0.170 0.670
O -0.95993 2.91852 -4.21830 -1.357 -0.104 0.219
C -2.43603 4.54941 -4.95329 0.309 1.751 -1.258
C -3.77648 4.92906 -5.24766 1.041 0.026 0.651
C -4.03220 6.01890 -6.07400 -0.311 -0.954 0.553
C -3.00083 6.73684 -6.66547 -2.302 0.010 -0.718
C -1.73998 6.41321 -6.37909 2.670 -0.916 1.565
C -1.39813 5.39254 -5.44693 -1.265 -0.719 -0.721
H -4.59631 4.45000 -4.73311 0.036 -0.378 -0.275
H -5.07952 6.19701 -6.26841 0.024 0.405 -0.126
H -3.22657 7.48208 -7.41384 -0.006 0.184 0.073
H -0.93585 6.95339 -6.85656 0.172 0.039 0.106
H -0.34673 5.22985 -5.26125 -0.096 -0.354 0.166
O -0.20351 -5.97048 -1.87511 -1.041 -1.008 0.563
N 0.74161 -6.37867 -2.50531 1.266 1.013 0.652
O 1.38018 -5.62389 -3.21137 0.495 -0.402 -0.780
C 1.29327 -7.74025 -2.29635 -0.025 -1.066 -0.353
C 2.49719 -8.10296 -2.90479 -0.491 -0.838 -1.242
C 2.82983 -9.46509 -2.98334 -0.209 1.557 1.326
C 2.15573 -10.34961 -2.14282 1.796 -1.396 -1.337
C 1.06308 -9.97916 -1.44153 -1.789 0.308 0.450
C 0.55495 -8.72659 -1.62110 -0.011 2.812 0.048
H 3.11982 -7.49505 -3.54446 -0.394 0.745 0.310
H 3.67526 -9.64977 -3.62950 0.024 -0.768 0.265
H 2.48612 -11.37702 -2.10200 0.041 -0.148 0.003
H 0.41705 -10.61305 -0.85227 0.509 -0.580 0.048
H -0.37454 -8.39706 -1.18082 -0.163 -0.189 0.069
O 0.79819 -0.73602 3.30806 -1.088 0.111 1.305
N 1.34800 -1.59236 2.66169 -3.135 -0.152 -0.032
O 2.34150 -1.36439 2.07862 2.880 -1.081 -1.791
C 0.55217 -2.87975 2.44507 2.569 -1.091 -2.452
C -0.67261 -3.02195 2.92905 -2.883 0.628 3.433
C -1.43440 -4.19714 2.88754 1.955 0.833 -1.758
C -0.91158 -5.18304 2.02912 -2.813 -0.038 2.781
C 0.30546 -5.11555 1.42417 -0.579 1.394 0.297
C 1.01205 -3.90638 1.61312 1.374 -1.196 -0.729
H -0.97798 -2.21678 3.58087 -0.402 0.121 0.058
H -2.35722 -4.30273 3.43857 0.000 0.036 -0.172
H -1.57941 -6.03021 2.08097 0.457 -0.732 -0.859
H 0.48049 -6.00886 0.84298 1.205 0.476 -0.415
H 1.96518 -3.87288 1.10632 0.265 0.480 0.161
O 2.77692 2.23974 8.10340 1.114 -0.596 -0.827
N 3.57109 1.63794 7.39077 1.214 -1.419 0.205
O 4.57683 0.99103 7.78324 -2.019 1.531 -0.380
C 3.30985 1.55075 5.92521 0.303 0.711 -0.671
C 2.37825 2.40295 5.37098 -1.193 0.728 -0.018
C 2.05538 2.37148 4.02523 1.764 -2.127 -1.063
C 2.80046 1.47894 3.19438 -0.722 0.677 0.670
C 3.80443 0.64108 3.73002 -0.626 1.944 -1.138
C 4.09354 0.77386 5.04683 0.482 -0.246 2.309
H 1.84130 3.19169 5.87692 0.092 -0.356 0.967
H 1.23921 2.95827 3.63033 0.259 0.164 -0.035
H 2.60330 1.51801 2.13324 -0.044 -0.324 -0.110
H 4.50543 0.11246 3.10110 -0.293 -0.215 -0.144
H 5.00475 0.32497 5.41371 -0.188 -0.319 0.366
O -7.18275 1.01522 1.42565 2.437 0.114 0.253
N -5.94504 1.14931 1.30403 -1.220 0.290 -0.842
O -5.40660 1.67281 0.33164 -0.600 -0.497 0.916
C -5.03307 0.64821 2.35220 0.191 -0.325 1.578
C -3.67192 0.48129 2.04052 -0.041 0.096 0.183
C -2.79570 0.07560 3.03569 0.104 -1.280 1.935
C -3.23198 -0.23087 4.32226 -1.656 1.280 -0.258
C -4.59849 -0.07240 4.60624 0.847 -0.094 0.872
C -5.50165 0.38967 3.69521 0.329 0.351 -2.324
H -3.18666 0.70669 1.10237 -0.717 0.099 -0.410
H -1.74120 -0.15691 3.01642 0.342 0.679 -1.388
H -2.55304 -0.30496 5.15889 0.257 -0.674 -0.141
H -4.95424 -0.22511 5.61446 0.035 -0.069 0.150
H -6.49895 0.59095 4.05753 -0.210 -0.005 -0.612
```
Positions in Å, forces in eV/Å.

---

Entry from the OMol25 dataset: the molecule C3H6N2O2S at a distorted geometry (ωB97M-V with the def2-TZVPD basis set).

* charge: 0
* highest occupied orbital energy: -9.200 eV
* molar mass: 134.16 g mol⁻¹
* gap between HOMO and LUMO: 0.3630 hartree
* structure (SMILES): OC/C=N/O/C=N\S
* electronic energy: -21114.05239 eV

XYZ file:
```
14
Properties=species:S:1:pos:R:3:forces:R:3
O 1.61128 -1.63454 0.47188 -3.255 3.016 0.927
C 2.26918 -0.46218 -0.10241 -2.280 -1.334 2.181
C 1.21617 0.58397 -0.38054 -0.656 0.686 0.932
N -0.02279 0.35013 -0.12717 1.328 -1.834 0.448
O -0.96264 1.32371 -0.16833 -0.464 1.591 -0.298
C -2.28913 1.09744 0.29292 1.663 -1.000 -0.554
N -3.03025 0.10954 0.39904 0.265 -2.426 -1.155
S -2.71263 -1.51009 -0.27888 -0.759 1.306 0.976
H 0.61375 -1.12932 0.85798 4.103 -2.412 -1.714
H 2.99877 -0.09069 0.65982 -0.396 0.130 -0.816
H 2.74187 -0.70458 -1.02234 0.677 -0.444 -0.754
H 1.72095 1.51704 -0.56569 -0.731 0.910 -0.547
H -2.73778 2.01705 0.50761 -0.035 1.645 0.460
H -1.41675 -1.46748 -0.54391 0.541 0.166 -0.085
```
Positions in Å, forces in eV/Å.